# 1
12
Properties=species:S:1:pos:R:3:forces:R:3:mulliken_charge:R:1 method="wB97M-V/def2-TZVPD" lumo_energy_ev="-1.187 / -1.187" relative_energy_kj_mol=504.3 homo_energy_ev="-8.7 / -8.7" total_charge=0 gap_ev="7.53 / 7.53"
O -0.5742 -1.9229 -0.4327 0.2 0.3 -0.1 -0.658
C 0.3256 -1.0766 -0.4306 -0.3 0.4 0.1 0.456
C 0.9542 -0.4235 0.7215 0.3 -0.3 -0.3 -0.578
C -1.0711 0.9314 0.4066 0.0 0.1 -0.2 -0.838
C -0.5184 1.0653 -0.8325 0.0 0.0 0.4 0.184
O 0.2303 0.1357 -1.4110 -0.2 -0.3 0.3 -0.361
H 1.4286 -1.4881 -0.6258 0.2 0.1 0.2 0.213
H 1.6592 0.3815 0.5362 -0.2 0.0 0.0 0.326
H 1.0975 -1.0104 1.6345 -0.2 0.1 -0.2 0.273
H -1.3776 -0.0506 0.7758 0.1 0.1 0.0 0.332
H -1.4985 1.7978 0.9012 0.0 -0.1 -0.2 0.278
H -0.5803 1.9971 -1.4058 0.1 -0.3 0.2 0.373

***

# 2
15
Properties=species:S:1:pos:R:3:forces:R:3:mulliken_charge:R:1 method="wB97M-V/def2-TZVPD" lumo_energy_ev="-6.896 / -6.898" relative_energy_kj_mol=374.2 homo_energy_ev="-14.8 / -14.8" total_charge=+1 gap_ev="7.86 / 7.86"
C 1.3922 0.8422 0.8201 -5.2 0.7 -2.5 -0.603
C 0.8502 0.4843 -0.4126 0.5 1.7 0.3 0.681
C -0.3050 1.6023 -0.9173 1.1 -0.3 1.7 0.272
C 0.5396 -0.9186 -0.9819 3.2 -2.7 -0.1 -0.685
C -0.7666 -0.6466 1.1374 -0.1 -0.9 0.4 -0.716
C -0.1366 0.7369 0.8868 2.3 -0.1 0.5 0.809
N -0.6473 -1.1255 -0.2659 -1.1 -1.1 1.4 -0.249
O -0.4279 2.0886 -1.9600 -0.2 -0.1 -0.5 -0.324
O -0.9256 1.7397 0.2688 -0.1 0.0 -0.6 -0.267
H 2.1190 0.9576 1.5617 1.4 -1.0 0.8 0.435
H 0.4610 -1.1144 -2.0880 -0.2 0.9 1.2 0.394
H 1.4148 -1.6587 -0.6471 -1.9 1.6 -0.6 0.250
H -0.2276 -1.2921 1.8948 -0.2 0.9 -1.1 0.283
H -1.8364 -0.6845 1.4655 0.9 0.5 -0.5 0.385
H -1.5039 -1.0113 -0.7623 -0.5 0.1 -0.5 0.336

***

# 3
61
Properties=species:S:1:pos:R:3:forces:R:3:mulliken_charge:R:1 method="wB97M-V/def2-TZVPD" lumo_energy_ev=2.148 relative_energy_kj_mol=30.7 homo_energy_ev=-4.0 total_charge=-1 gap_ev=6.12
N 0.0227 -0.6746 0.9198 0.3 -0.1 -0.2 0.184
H 0.0790 -1.4791 0.2789 -0.1 -0.2 0.3 0.036
H 0.8054 -0.0277 0.6520 0.3 0.5 0.4 0.247
H 0.1190 -1.0206 1.8900 0.0 0.4 -0.9 0.494
H -0.9349 -0.3267 0.7360 -1.1 0.3 -0.2 0.414
C 2.8179 1.7472 1.1969 -0.6 -1.1 0.1 -0.552
O 2.2533 0.8252 0.3158 0.0 -0.5 -0.2 -0.807
H 3.8967 1.9016 1.0466 0.0 0.4 -0.4 0.280
H 2.2450 2.6831 1.1770 0.4 0.4 0.0 -0.080
H 2.7785 1.3792 2.2388 -0.2 0.1 0.2 0.231
C -2.8844 0.4689 -0.8499 -0.6 -0.1 0.4 -0.480
O -2.6338 -0.4532 0.1552 0.5 0.2 -0.5 -0.970
H -2.0140 1.0673 -1.1642 0.3 -0.2 -0.4 0.058
H -3.3844 0.0671 -1.7481 0.5 -0.5 -0.4 0.226
H -3.6372 1.2521 -0.6256 -0.1 0.2 0.7 0.262
O -2.8254 -3.3679 -0.4076 -0.2 0.0 -0.2 -0.729
H -2.5581 -2.4209 -0.3985 -0.4 0.4 0.4 0.408
H -2.0705 -3.8400 -0.0597 0.0 0.1 0.1 0.274
O 3.1251 -1.9380 0.1566 -0.2 -0.2 0.0 -0.649
H 2.8524 -0.9889 0.1588 0.0 0.5 0.1 0.322
H 3.4345 -2.0996 1.0519 0.1 0.1 0.0 0.265
O 1.1385 2.1851 -1.9175 -0.3 -0.1 -0.1 -0.665
H 1.9958 2.5060 -2.2050 0.1 0.0 0.1 0.259
H 1.3446 1.6123 -1.1464 0.5 0.1 0.2 0.309
O 0.6611 -1.9514 3.2254 0.2 -0.6 0.7 -0.649
H 1.4418 -2.5085 3.1291 0.0 0.1 -0.1 0.290
H 0.0434 -2.4781 3.7469 0.0 0.1 -0.1 0.298
C -0.2767 -2.3521 -2.4962 -1.1 -0.7 -0.9 -1.733
C -0.0218 -3.6323 -1.7082 0.4 0.1 0.3 0.490
C 1.1481 -4.3754 -2.3504 0.6 -0.8 0.3 -1.000
O 1.5891 -5.5546 -1.6735 0.1 0.2 0.6 -0.384
C 0.6759 -6.6180 -1.5239 -0.1 0.7 -0.3 -0.675
N 0.1850 -3.2268 -0.3189 1.4 -0.3 1.1 -0.575
H -0.8040 -2.6606 -3.4061 0.2 0.3 -0.2 0.461
H 0.6283 -1.8193 -2.7858 0.1 0.0 0.2 0.363
H -0.9773 -1.6871 -1.9925 0.2 0.0 0.2 0.228
H -0.8793 -4.3043 -1.6885 -0.2 0.3 -0.4 0.599
H 2.0518 -3.7646 -2.3724 -0.1 0.3 0.1 0.346
H 0.9653 -4.6805 -3.3875 -0.5 0.3 -0.1 0.478
H 0.0710 -6.7086 -2.4333 0.1 -0.5 -0.1 0.332
H -0.0471 -6.4900 -0.7100 0.1 0.2 0.2 0.215
H 1.2991 -7.4837 -1.3118 -0.3 -0.3 -0.2 0.246
H 1.1743 -3.0809 -0.0994 0.1 0.3 -0.6 0.228
H -0.0506 -3.8705 0.4322 -0.5 -0.4 -0.6 0.258
C -3.0500 4.3463 1.0061 -0.5 -1.5 0.7 -1.560
C -1.6164 4.1341 0.5559 0.1 0.5 0.0 0.967
C -0.7882 5.2300 1.2087 -0.5 1.1 -0.3 -1.120
O 0.5075 5.3157 0.6356 -0.1 -1.0 0.8 -0.277
C 1.4502 5.9862 1.4269 -0.1 1.8 -0.8 -0.826
N -1.0575 2.8777 1.0105 0.4 -0.7 0.1 -0.757
H -3.4832 5.3018 0.7189 0.1 0.0 0.0 0.389
H -3.1143 4.1612 2.0851 0.2 0.6 0.1 0.383
H -3.6895 3.5229 0.6730 0.0 0.2 -0.6 0.312
H -1.6099 4.2066 -0.5386 0.3 0.3 0.0 0.315
H -0.8461 5.1594 2.3020 0.7 -0.9 0.1 0.398
H -1.2867 6.2094 1.1217 0.0 0.1 -0.7 0.446
H 0.9517 6.8501 1.8903 0.1 -0.1 0.3 0.362
H 2.1281 6.4437 0.6990 0.3 -0.2 0.2 0.266
H 2.0545 5.4766 2.1814 -0.5 -0.7 -0.1 0.269
H -1.3393 2.0741 0.4563 -0.6 0.2 0.0 0.027
H -0.0540 2.8939 0.8403 0.0 0.2 0.1 0.251

***

# 4
104
Properties=species:S:1:pos:R:3:forces:R:3:mulliken_charge:R:1 method="wB97M-V/def2-TZVPD" lumo_energy_ev=-4.760 relative_energy_kj_mol=119.7 homo_energy_ev=-12.0 total_charge=+2 gap_ev=7.21
K -0.5448 0.3874 -0.5161 0.4 -0.1 0.5 1.285
N -2.5199 1.6427 5.0745 0.0 0.1 0.1 0.093
C -1.4320 1.6301 4.0093 -0.1 0.0 0.2 -0.329
C -0.0569 1.3051 4.6068 -0.1 0.0 0.0 -1.752
C 0.7917 0.4511 3.6612 0.0 0.1 -0.1 -0.015
N 1.0464 1.1707 2.3943 0.0 0.0 0.1 -0.189
C 0.0918 -0.8734 3.3788 0.0 -0.1 0.0 -0.630
C -1.4059 -0.7491 3.0419 0.0 0.0 0.0 0.209
N -1.6713 -1.4214 1.7620 -0.1 0.1 -0.1 -0.421
C -1.8552 0.7020 2.8844 0.1 0.1 -0.1 0.647
H -2.2704 2.2371 5.8662 0.1 0.0 0.0 0.440
H -2.7110 0.7070 5.4349 0.0 0.0 0.0 0.398
H -3.3773 2.0313 4.6430 -0.1 -0.2 -0.1 0.405
H -1.4587 2.6581 3.6649 0.2 -0.1 -0.1 0.287
H -0.1650 0.7493 5.5445 0.0 0.0 0.0 0.463
H 0.4629 2.2314 4.8596 0.0 0.0 0.0 0.382
H 1.7260 0.2289 4.1862 0.0 0.0 0.0 0.617
H 1.6248 0.5869 1.7945 -0.1 -0.1 0.0 0.003
H 1.5714 2.0219 2.5711 0.0 0.0 0.0 0.315
H 0.2204 -1.5233 4.2470 0.0 0.0 0.0 0.285
H 0.6077 -1.3646 2.5518 0.0 0.0 0.0 -0.185
H -1.9785 -1.2178 3.8570 0.0 0.0 0.0 0.240
H -2.6718 -1.4848 1.5953 0.0 0.0 0.0 0.244
H -1.3249 -2.3751 1.7830 0.0 0.0 0.0 0.308
H -2.9248 0.7779 2.6920 -0.1 0.0 0.0 0.685
H -1.3583 1.1060 2.0104 0.0 0.0 -0.2 -1.164
C -1.3528 -3.6760 -3.6319 0.1 0.0 0.0 -1.317
Sb -1.1058 -1.6334 -3.0813 -0.2 0.0 -0.2 0.180
C -3.2062 -1.1722 -3.1654 0.0 -0.1 0.0 -1.363
C -0.5266 -0.8699 -5.0134 -0.1 0.0 0.0 -1.601
C -0.6526 0.6262 -5.1081 0.0 0.0 0.0 0.543
C -1.9342 1.1645 -5.2852 0.0 0.0 0.0 -0.587
C -2.1504 2.5226 -5.4236 0.0 0.0 0.0 -0.812
C -1.0601 3.3860 -5.4159 0.0 0.0 0.0 -0.769
C 0.2098 2.8676 -5.2564 0.0 0.0 0.0 -0.290
C 0.4454 1.4994 -5.0803 0.1 0.0 0.0 0.912
C 1.8718 1.0624 -4.9015 -0.1 -0.1 -0.1 -1.927
Sb 2.8740 1.8353 -3.1233 0.1 0.1 0.0 0.748
C 2.7236 0.0182 -1.9886 -0.1 -0.1 0.0 -1.012
C 1.1071 2.6470 -2.1995 -0.1 0.0 0.0 -0.995
H -1.9413 -3.7198 -4.5469 0.0 0.0 0.0 0.426
H -1.8745 -4.2120 -2.8407 0.0 0.0 0.0 0.373
H -0.3878 -4.1508 -3.7994 0.0 0.0 0.0 0.390
H -3.6444 -1.5771 -4.0773 0.0 0.0 0.0 0.479
H -3.3920 -0.1008 -3.1325 0.0 0.0 0.0 0.236
H -3.6977 -1.6381 -2.3103 0.0 0.0 0.0 0.445
H -1.1776 -1.3615 -5.7382 0.0 0.1 0.0 0.579
H 0.4854 -1.2170 -5.2060 0.0 0.0 0.0 0.548
H -2.7766 0.4868 -5.3576 0.0 0.0 0.0 0.573
H -3.1536 2.9018 -5.5727 0.0 0.0 0.0 0.491
H -1.1993 4.4494 -5.5596 0.0 0.0 0.0 0.457
H 1.0600 3.5424 -5.2752 0.0 0.0 0.0 0.505
H 2.4711 1.4117 -5.7427 0.0 0.0 0.0 0.512
H 1.9904 -0.0183 -4.8609 0.0 0.0 0.0 0.430
H 3.4396 -0.7259 -2.3377 0.0 0.0 0.0 0.495
H 1.7230 -0.4116 -2.0817 0.0 0.0 0.0 -0.098
H 2.9307 0.2005 -0.9353 0.0 0.0 0.0 0.426
H 0.8736 3.6342 -2.5922 0.0 0.0 0.0 0.441
H 1.2389 2.7314 -1.1177 0.0 0.0 0.0 0.577
H 0.2603 2.0022 -2.4458 0.0 0.1 0.0 -0.222
C 5.5989 -2.6123 2.0148 0.0 0.0 0.0 -1.331
C 4.2282 -2.5500 1.4349 0.0 0.0 0.0 0.534
C 3.4564 -3.4974 0.8078 0.0 0.0 0.0 -1.132
C 2.2522 -2.8448 0.4739 -0.1 0.0 0.0 0.607
N 2.2667 -1.5792 0.8687 0.1 0.1 0.1 -0.467
N 3.4789 -1.4258 1.4605 0.0 0.0 -0.1 0.265
C 1.0745 -3.4116 -0.2452 -0.1 0.0 0.0 -0.818
H 6.0402 -3.5863 1.8186 0.0 0.0 0.0 0.353
H 5.5811 -2.4640 3.0953 0.0 0.0 0.0 0.307
H 6.2530 -1.8573 1.5771 0.0 0.0 0.0 0.340
H 3.7284 -4.5216 0.6172 0.0 0.0 0.0 0.491
H 3.7683 -0.5242 1.7961 0.0 0.0 0.0 0.270
H 0.8829 -4.4400 0.0598 0.0 0.0 0.0 0.452
H 1.2389 -3.4129 -1.3246 0.0 0.0 0.0 0.205
H 0.1799 -2.8185 -0.0498 0.0 0.0 0.0 -0.117
C -6.8968 0.5094 3.3815 0.0 0.0 0.0 -1.136
C -6.9828 1.8623 2.6880 -0.1 0.0 0.1 -0.732
S -5.3874 2.3854 2.1283 0.0 -0.3 -0.3 1.392
O -4.5304 2.5904 3.2958 0.1 0.2 0.1 -0.924
O -4.9143 1.4572 1.1277 0.1 0.1 0.2 -0.652
C -5.7338 3.9417 1.3465 -0.1 0.2 0.1 -1.008
C -4.5334 4.7285 0.8286 0.0 -0.1 -0.2 -1.233
N -3.7113 3.9894 -0.1281 0.1 -0.1 0.2 0.207
C -2.5035 3.4557 0.1824 0.1 0.1 0.0 1.088
N -2.0387 2.6671 -0.7695 -0.4 0.2 -0.1 -0.349
C -2.9827 2.6953 -1.7646 0.2 -0.1 0.0 0.219
C -4.0072 3.4962 -1.3831 -0.3 -0.1 0.1 -0.583
N -5.1993 3.8105 -2.1150 0.3 0.3 -0.1 1.052
O -5.2780 3.3775 -3.2395 -0.1 -0.1 0.1 -0.608
O -6.0200 4.5314 -1.5651 -0.1 -0.1 0.0 -0.673
C -1.7599 3.8122 1.4182 0.1 0.1 0.0 -1.585
H -7.8989 0.2014 3.6728 0.0 0.0 0.0 0.436
H -6.2934 0.5667 4.2874 0.0 0.0 0.0 0.267
H -6.4919 -0.2510 2.7150 0.0 0.0 0.0 0.325
H -7.3627 2.6404 3.3516 0.0 0.0 0.0 0.424
H -7.6128 1.8187 1.7984 0.0 0.0 0.0 0.439
H -6.2643 4.5550 2.0780 0.0 0.0 0.0 0.637
H -6.4179 3.7102 0.5294 0.0 0.0 0.0 0.604
H -3.8732 5.0223 1.6403 -0.1 0.0 0.0 0.444
H -4.9190 5.6313 0.3639 0.0 0.0 0.0 0.424
H -2.8726 2.1783 -2.7046 0.0 0.0 0.0 0.129
H -1.5235 4.8780 1.4362 0.0 0.0 0.0 0.663
H -0.8204 3.2616 1.4275 0.0 0.0 0.1 0.202
H -2.3393 3.5870 2.3120 0.0 0.0 -0.1 0.179

***

# 5
26
Properties=species:S:1:pos:R:3:forces:R:3:mulliken_charge:R:1 method="wB97M-V/def2-TZVPD" lumo_energy_ev="-14.151 / -11.279" homo_energy_ev="-18.6 / -18.6" multiplicity=6 total_charge=+3 gap_ev="4.45 / 7.33"
Dy -0.4190 -1.2176 -1.3526 0.4 0.6 0.8 1.622
Br -0.5973 -1.6142 -4.1846 0.1 0.1 -0.2 0.094
C -1.1800 -3.4461 -3.8494 0.0 -0.1 -0.1 -0.354
Br -1.2776 -3.8904 -1.9516 0.0 -0.2 0.1 0.088
H -0.4370 -4.1004 -4.2922 -0.1 0.0 -0.1 0.438
H -2.1832 -3.5392 -4.2519 0.0 -0.1 0.0 0.440
Br -2.8439 3.7217 2.8009 0.0 0.1 0.1 0.036
C -2.2349 2.3985 1.6880 0.0 -0.1 -0.1 -0.163
C -3.1023 1.7751 0.7859 0.2 -0.1 0.0 -0.684
C -2.5884 0.7952 -0.0253 -0.2 0.1 0.0 -0.134
N -1.2930 0.4059 0.0079 0.0 -0.2 -0.3 -0.381
C -0.4440 1.0147 0.8840 0.0 0.0 0.0 0.627
C -0.8900 2.0023 1.7295 0.0 0.0 -0.1 -0.326
C 0.9714 0.5472 0.8615 0.0 0.1 0.0 0.623
C 1.9445 1.0540 1.6901 0.0 -0.1 0.0 -0.306
C 3.2542 0.5564 1.6153 0.0 -0.1 -0.1 -0.166
Br 4.5579 1.2100 2.7247 0.1 0.1 0.1 0.040
C 3.5532 -0.4479 0.6878 -0.2 0.0 0.0 -0.683
C 2.5377 -0.9075 -0.1091 0.1 0.0 -0.1 -0.152
N 1.2735 -0.4306 -0.0398 -0.4 -0.2 -0.4 -0.367
H -4.1447 2.0524 0.7193 0.0 0.0 0.0 0.479
H -3.2401 0.2964 -0.7380 0.0 0.0 0.0 0.371
H -0.2253 2.4886 2.4273 0.0 0.0 0.0 0.503
H 1.7210 1.8277 2.4088 0.0 0.0 0.0 0.504
H 4.5479 -0.8612 0.5989 0.0 0.0 0.0 0.479
H 2.7394 -1.6907 -0.8354 0.0 0.0 0.0 0.372

***

Number 1: total energy -8335.2345 eV. Number 2: total energy -11891.0701 eV. Number 3: total energy -31867.8860 eV. Number 4: total energy -93403.6222 eV. Number 5: total energy -318741.2610 eV.